Below is a cluster of 7 separate species, C33H78O19P4 in total at a distorted geometry, with properties calculated with ωB97M-V/def2-TZVPD.

## Properties
LUMO level   0.609 eV
Gap between HOMO and LUMO   0.3751 Eh
Total charge   0
Strongest force on any atom   4.57 eV/A
M   902.86 g mol⁻¹
HOMO level   -9.597 eV
Structure (SMILES)   CCOP(=O)(OCC)OCC.CCOP(=O)(OCC)OCC.CCOP(=O)(OCC)OCC.CCOP(=O)(OCC)OCC.CC(C)=O.CC(C)=O.CC(C)=O

Last columns: bonded neighbours and bond lengths (Å).
Geometry (Å):
1 C 1.7835 -3.5287 5.6644  H25 1.090, H53 1.090, C83 1.511, O125 1.423
2 H -3.3993 -1.7622 2.4491  C106 1.090
3 H -0.8637 -0.8891 3.8333  C66 1.090
4 H -1.3047 -4.1565 1.0335  C115 1.090
5 H -0.8032 1.1682 -2.2260  C63 1.090
6 C 3.3936 1.0389 -7.1590  H65 1.090, O71 1.373, C104 1.493, H132 1.090
7 H -8.9536 2.7015 1.9106  C51 1.090
8 O -5.9720 1.0833 1.7821  C41 1.422, P95 1.629
9 H -6.4051 2.7199 2.9700  C41 1.090
10 C -4.6894 3.2013 -1.2483  C89 1.533, H94 1.090, O102 1.440, H112 1.090
11 H 4.5774 0.7738 4.6309  C37 1.090
12 H 2.2280 -0.1049 3.8971  C118 1.090
13 C 0.5904 -4.9081 1.4739  O34 1.383, H97 1.090, C115 1.518, H123 1.090
14 C 3.3519 -3.0812 -1.0397  H17 1.090, H21 1.090, C45 1.495, H127 1.090
15 C -1.0128 1.7405 6.5573  O28 1.390, C29 1.564, H31 1.090, H82 1.090
16 H -1.4519 1.1296 -0.5782  C63 1.090
17 H 4.2501 -2.9775 -0.4310  C14 1.090
18 C 2.4543 2.2820 -2.4233  C35 1.466, O87 1.410, H100 1.090, H117 1.090
19 H 4.2761 1.7531 -1.5080  C35 1.090
20 H -2.0619 -0.9948 1.6365  C106 1.090
21 H 3.3988 -2.3348 -1.8327  C14 1.090
22 H 4.2910 -0.8899 5.0537  C37 1.090
23 H 4.0807 0.3290 6.2588  C37 1.090
24 H 4.8115 3.9532 -5.0852  C40 1.090
25 H 2.4921 -2.8266 5.2250  C1 1.090
26 H 0.6879 0.8240 7.6276  C29 1.090
27 O 1.2169 -2.2157 2.7370  P67 1.477
28 O -0.4668 1.1849 5.4066  C15 1.390, P86 1.650
29 C 0.0628 1.7146 7.6926  C15 1.564, H26 1.090, H55 1.090, H124 1.090
30 H 1.3730 -1.2515 -6.4819  C68 1.090
31 H -1.8171 1.0596 6.8361  C15 1.090
32 H 3.4911 5.6329 -7.2883  C76 1.090
33 H 4.4522 0.1298 -8.7516  C104 1.090
34 O 0.5099 -4.7450 2.8450  C13 1.383, P67 1.627
35 C 3.2091 1.5618 -1.3937  C18 1.466, H19 1.090, H78 1.090, H119 1.090
36 P 2.5730 2.4544 -5.1109  O71 1.633, O87 1.624, O103 1.609, O126 1.473
37 C 3.9152 0.1225 5.2014  H11 1.090, H22 1.090, H23 1.090, C118 1.553
38 H -4.3834 -0.5056 -1.4638  C105 1.090
39 O 0.3287 3.6028 4.7241  P86 1.497
40 C 4.0497 4.6249 -5.4810  H24 1.090, C76 1.529, O103 1.426, H134 1.090
41 C -6.9182 1.9292 2.4226  O8 1.422, H9 1.090, C51 1.571, H110 1.090
42 H 2.6299 -3.2939 7.6116  C83 1.090
43 H -2.9666 -0.0883 2.8610  C106 1.090
44 C -0.4668 2.1405 2.1011  C48 1.510, H54 1.090, O93 1.384, H96 1.090
45 C 3.3736 -4.5062 -1.4925  C14 1.495, C57 1.505, O73 1.231
46 H -1.3300 -5.9253 1.4214  C115 1.090
47 H 0.4122 -0.1200 -5.5117  C68 1.090
48 C 0.3235 2.5357 0.8763  C44 1.510, H50 1.090, H88 1.090, H131 1.090
49 H 5.3653 0.2309 -7.2606  C104 1.090
50 H -0.1732 3.1395 0.1168  C48 1.090
51 C -8.0262 2.4098 1.4178  H7 1.090, C41 1.571, H58 1.090, H84 1.090
52 H -2.2642 -1.6943 4.5505  C66 1.090
53 H 2.2395 -4.4730 5.3671  C1 1.090
54 H -1.2217 1.4123 1.8047  C44 1.090
55 H 0.6628 2.6117 7.5402  C29 1.090
56 H 3.8086 -4.2098 -3.6313  C57 1.090
57 C 4.0940 -4.8217 -2.7756  C45 1.505, H56 1.090, H80 1.090, H92 1.090
58 H -8.2967 1.5901 0.7521  C51 1.090
59 H -5.8832 0.2229 -0.7784  C105 1.090
60 H -0.3840 -1.4798 -6.1181  C68 1.090
61 H 5.0572 1.7315 -8.2311  C104 1.090
62 H -4.3283 4.9434 0.0151  C89 1.090
63 C -1.5188 0.6763 -1.5673  H5 1.090, H16 1.090, H99 1.090, C109 1.553
64 H 5.1521 5.5754 -7.0527  C76 1.090
65 H 2.9354 0.0885 -6.8855  C6 1.090
66 C -1.6765 -1.5887 3.6385  H3 1.090, H52 1.090, C106 1.468, O122 1.383
67 P 0.3532 -3.2205 3.3907  O27 1.477, O34 1.627, O122 1.634, O125 1.660
68 C 0.5875 -1.1734 -5.7302  H30 1.090, H47 1.090, H60 1.090, C133 1.512
69 O -3.7595 2.5718 1.7428  P95 1.507
70 H 4.3719 4.0132 -7.5195  C76 1.090
71 O 3.7247 1.7879 -6.0568  C6 1.373, P36 1.633
72 H 1.4032 -2.1689 7.2493  C83 1.090
73 O 2.9813 -5.4578 -0.8165  C45 1.231
74 H -4.6046 -2.3847 -0.1212  C120 1.090
75 H -0.5834 -3.4509 -4.0528  C91 1.090
76 C 4.2689 4.9432 -6.9604  H32 1.090, C40 1.529, H64 1.090, H70 1.090
77 H -4.0609 5.2488 -1.6283  C89 1.090
78 H 2.8251 1.8458 -0.4139  C35 1.090
79 H -5.9251 -1.6363 0.8793  C120 1.090
80 H 3.9513 -5.8707 -3.0349  C57 1.090
81 C 0.2078 -1.1208 -1.0024  H98 1.090, H101 1.090, C109 1.515, H114 1.090
82 H -1.4675 2.7298 6.5054  C15 1.090
83 C 1.6505 -3.2246 7.1382  C1 1.511, H42 1.090, H72 1.090, H116 1.090
84 H -7.6112 3.2758 0.9021  C51 1.090
85 H -0.7319 -5.1544 -0.1743  C115 1.090
86 P 0.5474 2.1362 4.5192  O28 1.650, O39 1.497, O93 1.628, O129 1.630
87 O 3.1602 2.1227 -3.6332  C18 1.410, P36 1.624
88 H 1.2149 3.0572 1.2250  C48 1.090
89 C -4.7380 4.7080 -0.9672  C10 1.533, H62 1.090, H77 1.090, H113 1.090
90 O -2.0622 -1.7648 -1.6702  C109 1.274
91 C 0.4234 -3.5208 -4.4645  H75 1.090, H111 1.090, H128 1.090, C133 1.563
92 H 5.1756 -4.7092 -2.7009  C57 1.090
93 O 0.4162 1.5674 2.9993  C44 1.384, P86 1.628
94 H -3.6643 2.8475 -1.3579  C10 1.090
95 P -4.7221 1.7208 0.9544  O8 1.629, O69 1.507, O102 1.624, O108 1.626
96 H -1.1315 2.8710 2.5622  C44 1.090
97 H 1.2377 -5.7389 1.1929  C13 1.090
98 H 0.4176 -2.1808 -1.1458  C81 1.090
99 H -2.5345 0.7999 -1.9431  C63 1.090
100 H 1.3840 2.0785 -2.4555  C18 1.090
101 H 0.9800 -0.6262 -1.5916  C81 1.090
102 O -5.4667 2.5648 -0.2169  C10 1.440, P95 1.624
103 O 2.7654 4.0442 -5.2661  P36 1.609, C40 1.426
104 C 4.6642 0.7715 -7.8963  C6 1.493, H33 1.090, H49 1.090, H61 1.090
105 C -4.9629 -0.3186 -0.5597  H38 1.090, H59 1.090, O108 1.356, C120 1.495
106 C -2.5711 -1.0692 2.5974  H2 1.090, H20 1.090, H43 1.090, C66 1.468
107 O 1.8594 -1.6561 -3.8220  C133 1.223
108 O -4.1177 0.4037 0.2161  P95 1.626, C105 1.356
109 C -1.2128 -0.8419 -1.4484  C63 1.553, C81 1.515, O90 1.274
110 H -7.4581 1.3195 3.1470  C41 1.090
111 H 0.5375 -4.0474 -5.4120  C91 1.090
112 H -5.0808 3.1340 -2.2633  C10 1.090
113 H -5.7382 5.1327 -1.0534  C89 1.090
114 H 0.3741 -0.9760 0.0651  C81 1.090
115 C -0.8042 -5.1172 0.9127  H4 1.090, C13 1.518, H46 1.090, H85 1.090
116 H 1.0569 -3.9248 7.7259  C83 1.090
117 H 2.5202 3.3302 -2.1317  C18 1.090
118 C 2.4055 0.3106 4.8890  H12 1.090, C37 1.553, O129 1.404, H130 1.090
119 H 3.1317 0.4799 -1.5015  C35 1.090
120 C -5.4193 -1.6614 -0.0859  H74 1.090, H79 1.090, C105 1.495, H121 1.090
121 H -6.1273 -2.0586 -0.8133  C120 1.090
122 O -1.2306 -2.8409 3.2551  C66 1.383, P67 1.634
123 H 1.0672 -4.0940 0.9280  C13 1.090
124 H -0.3744 1.7785 8.6890  C29 1.090
125 O 0.5157 -3.3835 5.0351  C1 1.423, P67 1.660
126 O 1.1991 1.9915 -5.3743  P36 1.473
127 H 2.5163 -2.8855 -0.3676  C14 1.090
128 H 1.0533 -4.0518 -3.7508  C91 1.090
129 O 2.0382 1.6629 4.9771  P86 1.630, C118 1.404
130 H 1.7637 -0.2376 5.5787  C118 1.090
131 H 0.6259 1.6957 0.2509  C48 1.090
132 H 2.6963 1.5600 -7.8151  C6 1.090
133 C 1.0197 -2.0825 -4.6023  C68 1.512, C91 1.563, O107 1.223
134 H 4.2049 5.4946 -4.8426  C40 1.090